DFT (wB97M-V/def2-TZVPD) results for a 8-piece molecular cluster, C38H67F15O19 overall at a distorted geometry.

Geometry as XYZ:
```
139
Properties=species:S:1:pos:R:3:forces:R:3:lowdin_charge:R:1
C -1.221538 -0.707576 -1.888365 -0.26 -0.47 -0.69 -0.096
O 0.149412 -0.468326 -1.668395 1.34 -0.44 0.43 -0.198
C 1.006402 -1.573636 -2.045205 -0.97 0.00 0.27 -0.156
C 0.893612 -2.771336 -1.084855 -0.76 0.47 0.13 -0.142
O 1.495062 -2.643776 0.210095 -0.01 0.68 0.79 -0.147
C 0.683722 -2.253316 1.345835 -1.10 0.23 -0.78 -0.133
C 0.417082 -0.738596 1.476915 1.26 1.02 -0.93 -0.174
O 0.416522 -0.062636 2.720695 -0.72 -0.21 0.86 -0.189
C 1.503912 -0.235656 3.588475 0.00 -0.77 0.21 -0.112
H -1.630558 -1.646766 -1.515885 0.24 -0.13 0.69 0.076
H -1.390348 -0.848386 -2.955965 -0.22 0.51 -0.39 0.093
H -1.799228 0.116444 -1.469605 0.16 -0.01 -0.17 0.075
H 2.032982 -1.262116 -2.238095 0.07 0.51 0.75 0.103
H 0.693272 -1.883746 -3.042145 -0.39 -0.53 -0.11 0.106
H 1.288712 -3.659106 -1.578675 0.35 -0.02 0.16 0.132
H -0.171758 -2.967516 -0.963965 -0.14 -0.16 0.03 0.093
H 1.030612 -2.694216 2.280385 0.63 -0.06 -0.26 0.123
H -0.335108 -2.617496 1.213725 0.02 -0.77 -0.16 0.102
H -0.547258 -0.526846 1.015055 0.04 0.18 0.17 0.108
H 1.164952 -0.177236 0.916875 0.18 -0.37 -0.71 0.127
H 1.660062 0.659014 4.191195 -0.14 0.15 -0.23 0.068
H 2.449602 -0.508836 3.120355 -0.14 0.17 -0.50 0.068
H 1.291782 -1.053966 4.276565 -0.03 -0.16 0.29 0.088
C -3.230798 3.911394 1.602435 -0.56 1.44 0.58 -0.130
O -1.915858 3.530844 1.432075 0.26 -0.57 -0.20 -0.169
C -1.340998 2.679504 2.399055 2.22 1.22 0.67 -0.168
C -0.845318 3.425614 3.700845 -0.44 -0.92 -0.24 -0.159
O 0.328912 4.216994 3.566725 -0.44 -0.73 -0.62 -0.122
C 0.974442 4.513244 4.772675 0.57 0.85 0.47 -0.202
C 1.854502 3.408454 5.404835 1.65 -0.29 0.68 -0.136
O 2.773202 3.928064 6.447445 -1.08 0.23 -0.48 -0.196
C 3.495422 3.005634 7.239325 0.23 0.10 0.21 -0.132
H -3.389538 4.840484 1.054975 0.02 -0.22 -0.70 0.089
H -3.384478 4.308104 2.605985 -0.34 -0.56 0.58 0.079
H -3.985008 3.177504 1.318385 0.10 -0.20 0.10 0.074
H -0.448548 2.354004 1.864565 0.07 -0.44 0.34 0.124
H -1.871408 1.793404 2.747765 -0.63 0.13 -0.38 0.113
H -0.631028 2.679784 4.466295 -0.14 -0.47 -0.07 0.111
H -1.681028 3.998614 4.102565 -0.07 0.51 0.03 0.112
H 0.286622 4.898764 5.525245 -0.34 -0.11 0.17 0.123
H 1.573622 5.374174 4.476215 0.52 -0.12 0.42 0.129
H 2.542392 2.997714 4.665775 -0.36 -0.22 -0.46 0.113
H 1.301202 2.595034 5.874215 -0.35 -0.02 -0.19 0.112
H 2.941852 2.269454 7.822155 -0.82 0.07 -0.16 0.084
H 4.038272 3.591014 7.981445 -0.06 0.25 -0.06 0.082
H 4.257622 2.408664 6.738535 0.03 0.07 -0.77 0.060
C -8.569518 1.517174 -0.847825 -0.18 1.04 -0.73 -0.118
O -7.233498 1.295484 -1.149515 1.31 -1.55 0.48 -0.202
C -6.436918 2.339784 -1.635045 0.19 0.21 -1.03 -0.176
C -5.073848 1.842774 -2.209115 0.08 0.05 0.53 -0.155
O -4.488028 2.902724 -2.968215 -0.53 0.67 1.01 -0.125
C -3.075708 2.823274 -3.060135 -0.77 -2.10 0.34 -0.221
C -2.553548 3.793804 -4.013135 -0.39 1.22 -2.31 -0.190
O -3.271808 3.770004 -5.272205 0.38 -0.99 -1.42 -0.192
C -2.968228 2.675434 -6.212545 0.74 0.65 0.89 -0.073
H -9.027908 1.954804 -1.734645 -0.49 0.08 -0.17 0.084
H -8.704818 2.242274 -0.045305 0.02 0.02 0.37 0.085
H -9.089398 0.587614 -0.616005 0.38 -0.05 0.05 0.081
H -6.254288 3.105484 -0.881085 0.14 0.04 0.32 0.121
H -6.959678 2.844274 -2.447645 -0.13 0.15 -0.30 0.120
H -5.105448 0.929644 -2.803505 -0.70 -0.02 -0.37 0.132
H -4.422678 1.520394 -1.396625 0.17 0.38 0.36 0.095
H -2.927218 1.801824 -3.410385 0.75 -0.24 -0.18 0.119
H -2.528618 2.906464 -2.121055 -0.25 0.15 0.48 0.134
H -1.482408 3.699124 -4.191415 0.17 -0.37 0.15 0.122
H -2.711588 4.823274 -3.691715 -0.11 0.00 0.27 0.128
H -3.401218 2.768454 -7.208525 -1.16 0.55 0.53 0.075
H -3.190818 1.693874 -5.794105 -0.14 0.05 0.03 0.081
H -1.930948 2.681184 -6.547395 0.63 0.06 0.78 0.071
C 7.489932 -2.444686 -3.222225 -0.52 -1.18 0.29 -0.055
C 6.475232 -1.409836 -2.700045 2.40 0.80 -3.36 -0.250
O 6.037012 -1.613576 -1.440185 -0.90 -1.15 3.26 0.049
C 5.265392 -2.680906 -1.164355 -1.80 -0.10 -0.76 -0.340
O 4.761822 -3.453166 -1.938955 0.99 0.60 -0.04 0.163
C 4.864522 -2.768286 0.335695 -0.78 -0.13 -1.26 -0.522
F 3.905002 -3.741836 0.502725 2.00 1.60 0.17 0.142
F 5.976812 -3.039646 0.991715 0.47 -0.81 1.10 0.176
F 4.435512 -1.583966 0.764115 -0.55 -0.37 0.04 0.167
H 7.038812 -3.436946 -3.220065 -0.20 -0.04 -0.64 0.067
H 8.367172 -2.634276 -2.603675 -0.04 0.76 0.55 0.076
H 7.909882 -2.186886 -4.194485 -0.47 0.04 -0.14 0.077
H 5.661382 -1.173976 -3.385685 -0.22 -0.63 -0.10 0.113
H 7.083482 -0.506386 -2.743885 -0.36 0.47 0.77 0.125
C 2.793002 -2.370306 -5.131005 -0.55 -0.89 0.01 -0.060
C 3.545612 -1.125476 -5.497175 -0.42 -0.45 -0.12 -0.229
O 3.405482 -0.143846 -4.487115 -1.04 2.89 1.36 -0.020
C 2.315622 0.739034 -4.531095 -0.55 -3.92 -2.92 -0.293
O 1.431242 0.633454 -5.373685 2.01 0.85 1.89 0.153
C 2.252522 1.699384 -3.375555 -0.23 0.61 2.26 -0.544
F 2.605232 1.188054 -2.180535 1.02 -0.30 -0.76 0.158
F 3.047732 2.763844 -3.628985 -0.41 -0.29 -0.01 0.157
F 1.003132 2.078874 -3.143875 -0.14 0.66 -1.10 0.177
H 3.000862 -2.847886 -4.173505 0.60 0.60 0.31 0.071
H 3.094772 -3.147606 -5.833025 -0.46 -0.02 -0.37 0.085
H 1.713762 -2.219816 -5.104625 -0.01 -0.03 -0.51 0.079
H 3.190572 -0.697026 -6.434455 0.05 -0.20 -0.10 0.125
H 4.599542 -1.392766 -5.573825 0.13 0.52 0.08 0.116
C 7.606072 2.128104 7.311745 -0.25 -0.41 -1.94 -0.043
C 7.633642 2.126054 5.736325 0.58 -0.70 1.29 -0.188
O 6.654662 1.164144 5.273895 -1.19 0.35 -1.67 -0.011
C 6.193312 1.374454 3.985045 0.36 0.65 1.40 -0.333
O 6.619962 2.175814 3.207105 0.03 -0.41 0.38 0.174
C 4.953392 0.513624 3.610235 0.07 -0.32 0.07 -0.563
F 5.355972 -0.547176 2.925395 0.55 -0.69 0.23 0.169
F 4.248332 0.099314 4.674595 0.36 0.21 -0.01 0.154
F 4.144952 1.165514 2.791105 -0.07 0.79 0.21 0.178
H 7.753182 1.125374 7.712985 -0.22 -0.07 -0.17 0.074
H 6.599942 2.487094 7.528375 0.31 0.18 0.74 0.057
H 8.440062 2.717624 7.692555 -0.40 0.41 -0.01 0.075
H 8.594062 1.751704 5.381985 0.10 0.41 -0.15 0.122
H 7.401432 3.117964 5.348635 0.11 -0.15 -0.11 0.122
C -2.841088 -6.160296 0.188925 0.01 0.52 -0.50 -0.074
C -2.475458 -4.686366 -0.252785 -1.23 -1.47 -0.02 -0.257
O -2.186238 -4.572226 -1.622325 1.68 -0.11 0.35 -0.111
C -3.245608 -4.568136 -2.558025 0.50 0.82 -1.48 -0.442
O -4.444098 -4.830376 -2.250165 -0.55 -0.20 0.24 -0.103
C -2.815518 -4.225786 -4.029445 -1.11 -0.22 5.43 -0.648
F -1.615808 -3.706996 -4.157385 2.32 0.45 -0.03 0.125
F -2.858028 -5.290206 -4.803825 -0.41 -1.18 -1.90 0.131
F -3.625148 -3.277016 -4.485475 -1.42 0.51 -1.46 0.117
H -2.006998 -6.843486 0.028785 0.33 0.21 -0.17 0.058
H -3.671958 -6.587516 -0.372525 -0.14 0.38 -0.04 0.057
H -3.057988 -6.230866 1.254795 -0.15 0.29 0.16 0.053
H -1.644288 -4.434836 0.405995 0.60 0.38 -0.64 0.087
H -3.269668 -3.975076 -0.026075 -0.45 -0.14 0.27 0.095
C -7.364728 -1.986656 -0.637955 0.06 -0.36 0.12 -0.051
C -6.306868 -2.767566 0.193875 -2.68 -0.61 -1.83 -0.210
O -5.632708 -1.831446 0.958465 2.74 2.60 1.56 0.008
C -4.714628 -0.995176 0.401035 -0.40 -3.21 -4.12 -0.295
O -4.370848 -1.110226 -0.789695 -0.82 1.05 3.49 0.134
C -3.961608 -0.104416 1.377795 0.21 1.04 -0.58 -0.561
F -3.082678 0.644664 0.685175 -0.08 -0.30 0.10 0.137
F -4.720598 0.761934 2.050245 -0.61 -0.05 0.18 0.163
F -3.294278 -0.824556 2.252195 0.40 -0.57 0.53 0.195
H -8.129878 -2.617086 -1.090945 0.11 -0.37 0.20 0.075
H -6.971268 -1.392396 -1.462665 0.35 0.00 0.30 0.070
H -7.861618 -1.333996 0.079845 -0.12 0.20 -0.14 0.064
H -5.755518 -3.484726 -0.414225 0.84 0.45 -0.08 0.113
H -6.862798 -3.352336 0.926735 0.11 -0.03 0.10 0.121
```
Forces are in eV/Å.

Computed properties:
* molecular weight: 1112.9 g mol⁻¹
* energy: -4415.41953 Ha
* net charge: -1
* multiplicity: 2
* E_HOMO (spin up / spin down): -0.4 / -5.1 eV